A molecular structure, C40H32AsF2GaN2OS. Source: OMol25; level of theory: ωB97M-V/def2-TZVPD.

max |F| = 0.51 eV Å⁻¹
Kohn-Sham gap = 7.8 eV
2S+1 = 1
energy relative to the best compared isomer or geometry (same formula, charge and spin) = 3.8 kcal/mol
HOMO energy = -7.37 eV

The geometry in XYZ format:
```
80
Properties=species:S:1:pos:R:3:forces:R:3
Ga -0.042 -0.002 -0.043 0.212 -0.245 -0.356
S 0.132 0.127 2.265 0.032 0.068 0.079
C 1.812 0.362 2.784 -0.063 0.010 0.017
C 1.987 0.418 4.177 0.010 0.011 -0.004
C 3.236 0.577 4.743 0.015 -0.015 -0.059
C 4.367 0.681 3.936 -0.077 -0.002 -0.001
C 4.211 0.624 2.564 -0.045 0.021 0.040
C 2.952 0.473 1.978 0.081 0.039 -0.087
As 2.789 0.390 0.045 -0.115 0.178 0.322
C 4.407 -0.586 -0.409 -0.136 -0.132 -0.014
C 4.325 -1.971 -0.264 0.014 -0.029 -0.013
C 5.422 -2.772 -0.541 0.033 0.040 -0.009
C 6.608 -2.196 -0.980 -0.054 0.051 0.006
C 6.688 -0.819 -1.137 -0.029 -0.002 0.002
C 5.591 -0.012 -0.854 0.088 0.017 0.018
C 3.247 2.211 -0.473 0.134 -0.095 -0.068
C 3.281 3.273 0.424 -0.028 0.054 -0.074
C 3.530 4.564 -0.031 -0.021 -0.079 0.009
C 3.753 4.800 -1.380 0.000 -0.066 -0.021
C 3.719 3.742 -2.282 -0.015 0.035 0.044
C 3.463 2.456 -1.830 -0.024 0.046 0.010
H 1.113 0.326 4.809 0.016 0.005 -0.004
H 3.331 0.611 5.822 0.000 0.005 -0.017
H 5.351 0.798 4.371 -0.014 -0.002 0.002
H 5.086 0.694 1.928 -0.008 -0.001 -0.030
H 3.397 -2.427 0.067 -0.012 0.015 -0.009
H 5.348 -3.846 -0.422 0.003 0.007 -0.002
H 7.465 -2.819 -1.203 -0.006 0.015 0.005
H 7.609 -0.365 -1.481 -0.004 -0.007 0.003
H 5.672 1.062 -0.977 -0.038 -0.038 0.016
H 3.100 3.099 1.477 0.027 -0.028 0.034
H 3.550 5.385 0.675 -0.002 -0.006 -0.002
H 3.951 5.806 -1.730 -0.007 -0.009 0.000
H 3.882 3.920 -3.338 -0.001 0.002 0.016
H 3.417 1.639 -2.542 0.013 -0.011 0.003
F 0.666 -0.963 -5.203 -0.003 -0.003 0.028
C 0.545 -0.020 -4.246 0.007 -0.074 -0.021
C 0.304 -0.398 -2.941 0.023 0.046 -0.014
C 0.172 0.579 -1.961 -0.074 0.211 0.045
C 0.275 1.938 -2.302 -0.032 0.065 -0.023
C 0.539 2.248 -3.633 0.018 0.080 0.016
F 0.702 3.537 -4.024 -0.017 -0.032 -0.035
C 0.677 1.300 -4.624 0.009 0.035 -0.006
C 0.105 2.957 -1.226 0.026 -0.183 -0.105
C 0.027 4.337 -1.423 0.006 -0.005 0.015
C -0.186 5.160 -0.331 0.000 -0.004 0.004
C -0.312 4.607 0.933 0.036 0.005 -0.012
C -0.208 3.232 1.049 0.097 -0.031 -0.099
N -0.008 2.438 0.000 -0.107 0.087 0.139
H 0.238 -1.451 -2.688 -0.009 0.014 -0.003
H 0.886 1.585 -5.645 -0.006 -0.003 0.019
H 0.132 4.757 -2.409 -0.017 0.015 0.012
H -0.251 6.232 -0.473 0.002 -0.016 0.008
H -0.474 5.217 1.811 -0.003 0.006 -0.010
H -0.268 2.728 2.006 -0.043 -0.007 -0.004
C -5.397 0.364 -1.609 0.057 0.095 0.003
N -4.056 0.770 -1.230 -0.031 -0.018 0.006
C -3.556 2.036 -1.740 0.001 -0.016 0.000
C -3.298 0.006 -0.447 -0.072 -0.290 -0.083
O -2.161 0.295 -0.095 0.252 0.317 0.309
H -5.462 0.242 -2.692 -0.008 -0.001 -0.006
H -6.121 1.118 -1.297 -0.012 0.000 -0.001
H -5.648 -0.581 -1.133 0.025 -0.009 0.005
H -3.642 2.054 -2.827 0.002 0.003 -0.003
H -2.512 2.144 -1.458 -0.057 -0.008 -0.008
H -4.134 2.862 -1.322 -0.008 0.012 -0.016
H -3.772 -0.932 -0.131 0.001 -0.004 -0.008
C -0.068 -1.983 -0.210 -0.042 -0.028 0.031
C -0.038 -3.194 -0.233 -0.027 -0.296 -0.034
C -0.013 -4.635 -0.235 0.028 0.137 -0.022
C 0.119 -5.346 -1.430 -0.002 -0.017 -0.021
C 0.144 -6.732 -1.426 -0.005 0.021 0.031
C 0.038 -7.430 -0.230 0.006 0.049 -0.004
C -0.091 -6.731 0.963 0.000 0.026 -0.029
C -0.115 -5.345 0.963 -0.003 -0.025 0.044
H 0.202 -4.796 -2.359 0.001 -0.015 -0.003
H 0.247 -7.269 -2.360 0.001 0.004 0.001
H 0.059 -8.513 -0.228 -0.001 0.010 -0.001
H -0.171 -7.268 1.900 0.000 0.003 0.000
H -0.212 -4.794 1.889 -0.002 -0.010 -0.001
```
Positions in Å, forces in eV/Å.


A molecular structure, C9H11NO4Pb. Source: OMol25; level of theory: ωB97M-V/def2-TZVPD.

max |F| = 4.26 eV Å⁻¹
total charge = +2
Kohn-Sham gap = 5.1 eV
2S+1 = 1
HOMO energy = -15.60 eV

The geometry in XYZ format:
```
26
Properties=species:S:1:pos:R:3:forces:R:3
C 0.316 -2.199 1.502 -1.271 0.422 1.145
C 1.253 -2.125 0.727 -0.099 0.845 1.415
O 2.237 -1.652 0.119 0.593 -0.333 -0.756
C 1.726 -1.143 -1.181 -0.542 0.194 -2.171
O 1.637 -1.887 -2.074 0.092 -0.026 0.212
N 1.425 0.256 -1.161 1.102 -2.640 3.162
C 2.265 0.840 -0.082 0.093 1.511 -0.165
C 3.421 1.562 -0.283 -0.606 -0.582 0.171
C 0.027 0.505 -0.728 -0.037 0.653 -2.345
C -1.066 -0.330 -1.440 -0.463 0.701 0.539
O -1.860 -0.993 -0.425 0.565 0.639 0.658
C -2.896 -0.185 0.041 -1.008 -0.676 -0.862
C -2.666 0.912 1.076 0.500 -0.029 -0.110
O -3.993 -0.384 -0.348 -0.181 0.127 0.147
H -0.467 -2.562 2.138 0.169 -1.075 -0.461
H 1.933 0.668 0.984 -0.846 1.294 -0.647
H 3.373 2.647 -0.158 0.900 -0.314 1.960
H 4.354 1.035 -0.499 -0.258 0.586 -2.103
H -0.170 1.559 -0.952 0.281 0.009 0.260
H -0.107 0.420 0.364 0.332 -0.243 -0.401
H -0.695 -1.025 -2.191 0.011 -0.298 0.384
H -1.742 0.357 -1.957 0.244 -0.083 -0.196
H -3.556 1.532 1.175 -0.085 -0.111 0.106
H -2.476 0.475 2.082 -1.345 0.034 -0.249
H -1.828 1.583 0.851 -0.127 0.173 -0.295
Pb -0.444 0.134 2.421 1.986 -0.778 0.603
```
Positions in Å, forces in eV/Å.


A single C15H19N3O4 molecule. Source: OMol25; level of theory: ωB97M-V/def2-TZVPD.

max |F| = 4.46 eV Å⁻¹
SMILES = C[C@@H](O)[C@H](NC(=O)[C@@H](N)Cc1c[nH]c2ccccc12)C(=O)O
Kohn-Sham gap = 9.1 eV
2S+1 = 1
energy relative to the best compared isomer or geometry (same formula, charge and spin) = 77.8 kcal/mol
HOMO energy = -8.46 eV

The geometry in XYZ format:
```
41
Properties=species:S:1:pos:R:3:forces:R:3
C 0.626 -2.270 -1.342 -0.477 0.921 -2.560
C 1.898 -2.344 -0.522 0.077 2.961 -0.972
O 2.983 -2.377 -1.515 0.813 -1.047 2.056
C 1.971 -0.825 0.089 0.180 -1.491 1.093
N 2.287 0.303 -0.823 0.933 -1.826 0.299
C 1.677 1.517 -0.869 -1.189 -0.423 -1.839
O 1.664 2.107 -1.964 0.188 0.134 2.461
C 0.884 1.928 0.422 -1.307 0.437 1.598
N 1.696 2.922 1.216 -0.499 0.525 -0.732
C -0.481 2.458 -0.110 0.147 1.610 -1.645
C -1.300 1.298 -0.762 0.816 0.432 3.252
C -1.625 0.859 -1.976 -0.222 0.371 -3.173
N -2.578 -0.184 -1.882 -1.061 -0.924 -1.692
C -2.821 -0.486 -0.567 1.906 1.486 1.971
C -3.599 -1.394 0.147 -2.186 -2.583 -1.791
C -3.801 -1.395 1.501 1.800 1.102 1.945
C -2.963 -0.457 2.222 -0.900 -0.617 -0.439
C -2.082 0.423 1.591 0.241 -0.756 1.137
C -1.964 0.384 0.192 -1.128 0.872 -0.766
C 2.960 -0.832 1.369 -3.490 1.731 -2.170
O 3.184 -1.775 2.051 0.760 -0.326 0.333
O 3.097 0.452 1.699 1.816 -0.447 2.229
H 0.588 -1.183 -1.756 0.062 -1.946 0.151
H 0.611 -2.984 -2.241 0.096 0.932 1.413
H -0.333 -2.329 -0.824 0.279 -0.425 0.461
H 1.879 -3.122 0.293 0.561 0.888 -0.931
H 3.843 -2.530 -1.019 -1.521 0.191 -0.846
H 0.904 -0.606 0.402 1.428 -0.530 0.384
H 2.914 0.111 -1.610 -0.564 -0.077 0.282
H 0.643 1.045 1.096 0.865 1.123 -0.890
H 1.501 3.892 0.930 0.302 -0.615 -0.874
H 1.408 3.045 2.179 -0.188 -1.131 0.302
H 0.001 3.231 -0.796 -1.504 -0.932 -0.130
H -1.214 3.130 0.509 1.667 -1.730 -0.291
H -1.213 1.236 -3.001 -1.180 -0.836 2.108
H -3.277 -0.479 -2.621 1.776 0.673 1.112
H -4.114 -2.240 -0.372 0.294 0.973 -0.065
H -4.421 -2.136 2.126 0.972 1.213 -1.570
H -3.054 -0.497 3.298 0.225 0.306 0.139
H -1.421 1.025 2.263 -0.666 -0.302 -0.920
H 3.045 1.080 0.979 -0.123 0.082 -0.431
```
Positions in Å, forces in eV/Å.


2 unconnected molecules or ions with the total composition C4H9NO. Source: OMol25; level of theory: ωB97M-V/def2-TZVPD.

max |F| = 5.36 eV Å⁻¹
SMILES = C=C/C=C\N.O
Kohn-Sham gap = 9.2 eV
2S+1 = 1
energy relative to the best compared isomer or geometry (same formula, charge and spin) = 90.6 kcal/mol
HOMO energy = -8.46 eV

The geometry in XYZ format:
```
15
Properties=species:S:1:pos:R:3:forces:R:3
C 2.393 -0.210 -0.994 -1.203 0.566 3.643
C 1.111 -0.591 -1.163 1.382 -0.636 0.392
C 0.089 -1.094 -0.196 -3.687 3.213 -1.129
C -1.171 -0.449 -0.240 4.635 2.045 -1.739
N -1.197 0.740 -1.050 1.752 0.773 1.144
H 2.599 0.131 0.150 0.408 -1.243 -2.902
H 3.130 -0.178 -1.802 -0.411 0.556 0.419
H 0.788 -0.616 -2.165 -0.479 -0.487 -1.422
H -0.082 -2.105 -0.052 0.847 -2.109 1.147
H -1.995 -0.487 0.383 -1.707 -1.432 0.908
H -1.893 1.476 -0.895 0.175 -0.785 0.246
H -0.228 1.172 -0.950 -1.779 -0.479 -0.760
O -0.765 1.009 2.882 -0.430 0.408 -2.503
H -0.992 1.044 1.875 0.519 -0.425 2.976
H -1.359 0.382 3.311 -0.021 0.035 -0.421
```
Positions in Å, forces in eV/Å.


2 unconnected molecules or ions with the total composition C2H10N4. Source: OMol25; level of theory: ωB97M-V/def2-TZVPD.

max |F| = 7.15 eV Å⁻¹
SMILES = [H]/N=C/N.NCN
Kohn-Sham gap = 9.8 eV
2S+1 = 1
energy relative to the best compared isomer or geometry (same formula, charge and spin) = 65.2 kcal/mol
HOMO energy = -9.03 eV

The geometry in XYZ format:
```
16
Properties=species:S:1:pos:R:3:forces:R:3
H -2.447 -3.156 -0.013 0.171 1.690 -0.050
N -2.444 -2.252 -0.540 -2.639 -0.577 -0.541
C -1.299 -1.810 -0.751 2.439 -2.313 -0.169
N -0.800 -1.091 -1.791 -0.541 1.073 0.034
H -0.529 -2.375 -0.314 1.790 -0.198 1.413
H 0.217 -0.910 -1.909 -1.805 -0.440 0.025
H -1.498 -1.092 -2.517 0.599 0.768 -0.718
N 1.069 2.008 -0.272 2.642 3.188 5.834
C 0.729 1.845 1.335 -1.128 0.510 -3.529
N 0.655 0.396 1.598 -2.104 1.579 -2.449
H 0.736 1.498 -0.992 -2.153 -2.482 -2.006
H 2.088 2.084 -0.373 -0.729 -0.042 0.132
H 1.578 2.296 1.890 -0.651 0.136 -0.577
H -0.293 2.493 1.475 2.521 -1.985 -0.074
H 1.146 0.115 2.360 1.607 -0.689 3.004
H 1.092 -0.050 0.815 -0.018 -0.219 -0.331
```
Positions in Å, forces in eV/Å.


Number 1: E_tot -176512.056 eV. Number 2: E_tot -24411.208 eV. Number 3: E_tot -28521.662 eV. Number 4: E_tot -7828.390 eV. Number 5: E_tot -8194.007 eV.